35
Properties=species:S:1:pos:R:3 method="wB97M-V/def2-TZVPD" e_above_lowest_kj_mol=0.0 orbital_gap_ev="7.69 / 7.69" spin_multiplicity=3 s_squared=2.002 charge=+2 e_tot_ha=-5391.961346
C -0.58 -1.56 -0.88
C 0.62 -0.94 -1.61
H -0.78 -2.58 -1.26
H -1.54 -1.02 -1.07
H -0.39 -1.66 0.22
O 1.79 -1.24 -1.36
I 1.26 2.45 0.02
Tm -1.05 0.62 0.89
P 0.27 0.28 -2.99
C 1.80 1.09 -3.35
C -0.24 -0.73 -4.36
H -1.87 0.67 -1.86
H -1.54 1.78 -3.19
H -0.71 2.05 -1.65
C -1.07 1.26 -2.35
H -1.24 -1.15 -4.19
H -0.25 -0.12 -5.27
H 1.77 1.43 -4.39
H 2.60 0.36 -3.22
H 0.48 -1.55 -4.47
H 1.98 1.95 -2.69
C 1.59 -0.19 0.99
O 2.65 -0.47 1.30
Cl -3.41 0.44 0.49
Br -1.25 -4.12 4.63
C -0.70 -2.34 4.25
C 0.23 -1.71 5.09
C 0.64 -0.41 4.77
C 0.17 0.20 3.62
N -0.71 -0.43 2.80
C -1.18 -1.69 3.11
H 0.60 -2.23 5.96
H 1.36 0.10 5.40
H 0.49 1.21 3.31
H -1.90 -2.11 2.42